Run P
C21H30ClN3O2 | ωB97M-V/def2-TZVPD

The geometry in XYZ format:
```
57
Properties=species:S:1:pos:R:3:mulliken_charge:R:1
C 3.196 -2.084 1.986 -1.658
C 2.388 -0.840 2.232 0.864
C 2.778 0.387 1.705 -0.668
C 2.041 1.532 1.959 -0.488
C 0.890 1.505 2.743 0.040
C 0.119 2.763 3.020 -1.552
C -1.172 2.986 2.240 0.738
O -1.856 3.973 2.451 -0.704
N -1.496 2.066 1.306 0.407
C -2.721 2.192 0.544 -1.315
C -3.104 0.852 -0.086 1.343
C -3.437 -0.190 0.976 -1.526
C -4.336 1.079 -0.963 -2.036
N -2.012 0.446 -0.997 0.186
C -1.118 -0.572 -0.857 -0.098
O -0.910 -1.135 0.205 -0.617
C -0.370 -0.908 -2.151 -0.289
C 0.532 0.254 -2.622 -0.847
C 1.886 0.253 -1.903 -0.277
N 2.523 -1.066 -1.837 -0.022
C 2.569 -1.713 -3.158 -0.634
C 1.215 -2.462 -3.346 -1.069
C 0.463 -2.190 -2.029 0.101
C 1.643 -1.960 -1.078 -0.751
C 0.506 0.265 3.247 1.005
Cl -0.934 0.139 4.219 -0.206
C 1.232 -0.888 3.001 -0.457
H 3.810 -1.977 1.092 0.350
H 3.857 -2.288 2.831 0.446
H 2.549 -2.952 1.855 0.341
H 3.663 0.441 1.083 0.243
H 2.364 2.480 1.546 0.393
H -0.161 2.826 4.072 0.400
H 0.745 3.633 2.812 0.383
H -0.923 1.245 1.182 -0.200
H -3.513 2.539 1.209 0.482
H -2.606 2.947 -0.241 0.399
H -4.353 0.129 1.477 0.464
H -3.613 -1.164 0.521 0.439
H -2.655 -0.303 1.720 0.106
H -5.156 1.476 -0.366 0.454
H -4.127 1.795 -1.762 0.484
H -4.659 0.139 -1.413 0.399
H -2.107 0.810 -1.932 0.442
H -1.141 -1.066 -2.914 0.635
H 0.692 0.149 -3.697 0.384
H 0.044 1.221 -2.480 0.556
H 2.564 0.949 -2.403 0.476
H 1.764 0.603 -0.875 -0.306
H 2.764 -0.975 -3.937 0.321
H 3.397 -2.424 -3.166 0.328
H 0.661 -2.114 -4.220 0.357
H 1.383 -3.532 -3.472 0.350
H -0.170 -3.022 -1.723 0.798
H 2.164 -2.903 -0.891 0.353
H 1.359 -1.520 -0.127 -0.162
H 0.883 -1.828 3.408 0.417
```

Computed properties:
HOMO energy in eV: -8.6488
Kohn-Sham gap in eV: 9.1918
LUMO in hartree: 0.0200
Spin multiplicity: 1

Run Q
C21H30ClN3O2 | ωB97M-V/def2-TZVPD

The geometry in XYZ format:
```
57
Properties=species:S:1:pos:R:3:mulliken_charge:R:1
C -1.309 4.122 0.352 -1.674
C -0.943 3.072 1.365 1.116
C -1.892 2.198 1.880 -0.850
C -1.533 1.220 2.793 -0.467
C -0.221 1.071 3.231 0.025
C 0.145 -0.028 4.185 -1.583
C 0.709 -1.308 3.569 0.918
O 0.973 -2.266 4.277 -0.726
N 0.902 -1.304 2.233 0.532
C 1.462 -2.459 1.574 -1.542
C 2.293 -2.133 0.327 1.501
C 3.376 -1.099 0.635 -1.453
C 2.944 -3.435 -0.134 -2.156
N 1.461 -1.688 -0.811 0.060
C 0.781 -0.524 -0.936 -0.321
O 0.732 0.320 -0.050 -0.591
C 0.120 -0.295 -2.295 -0.148
C -0.769 -1.456 -2.783 -0.628
C -2.168 -1.412 -2.156 -0.903
N -2.779 -0.080 -2.173 -0.115
C -2.737 0.514 -3.519 -0.651
C -1.363 1.237 -3.653 -1.205
C -0.694 1.005 -2.287 0.259
C -1.927 0.824 -1.395 -0.630
C 0.712 1.965 2.714 0.990
Cl 2.382 1.853 3.206 -0.209
C 0.369 2.947 1.803 -0.682
H -2.361 4.053 0.080 0.335
H -1.127 5.125 0.741 0.463
H -0.714 4.009 -0.556 0.276
H -2.923 2.275 1.556 0.335
H -2.287 0.543 3.178 0.429
H 0.887 0.307 4.911 0.378
H -0.733 -0.335 4.753 0.409
H 0.692 -0.488 1.670 -0.135
H 2.110 -2.965 2.292 0.598
H 0.677 -3.174 1.300 0.271
H 4.004 -1.464 1.449 0.400
H 4.003 -0.946 -0.246 0.413
H 2.951 -0.144 0.931 0.163
H 3.604 -3.819 0.641 0.462
H 2.190 -4.196 -0.347 0.472
H 3.539 -3.265 -1.034 0.483
H 1.435 -2.309 -1.601 0.451
H 0.950 -0.183 -3.003 0.473
H -0.861 -1.377 -3.869 0.400
H -0.319 -2.433 -2.592 0.497
H -2.825 -2.109 -2.680 0.422
H -2.125 -1.734 -1.112 0.355
H -2.892 -0.256 -4.276 0.316
H -3.554 1.231 -3.609 0.346
H -0.766 0.855 -4.483 0.348
H -1.508 2.305 -3.821 0.335
H -0.062 1.835 -1.975 0.864
H -2.444 1.779 -1.260 0.008
H -1.709 0.414 -0.411 0.112
H 1.140 3.605 1.422 0.454
```

Computed properties:
HOMO energy in eV: -8.6779
Kohn-Sham gap in eV: 9.1824
LUMO in hartree: 0.0185
Spin multiplicity: 1

Which one is most stable, and which one is least stable? run Q is the most stable of them, while run P is the least stable.

Run P
C4H8Cl2Si | ωB97M-V/def2-TZVPD

The geometry in XYZ format:
```
15
Properties=species:S:1:pos:R:3:mulliken_charge:R:1
C 1.531 0.415 0.346 -0.196
C 1.483 -0.603 -0.801 -0.377
C -1.062 -1.175 1.193 -1.052
C -1.355 1.247 -0.883 -1.114
Si -0.268 -0.058 -0.074 0.387
Cl 2.383 1.936 -0.176 -0.232
Cl 2.190 -2.117 -0.453 -0.202
H 1.936 0.203 1.379 0.340
H 1.868 -0.236 -1.793 0.343
H -1.437 -0.616 2.003 0.372
H -1.985 -1.617 0.919 0.372
H -0.381 -1.974 1.478 0.307
H -1.264 1.363 -1.964 0.354
H -2.316 0.944 -0.670 0.336
H -1.325 2.289 -0.503 0.364
```

Computed properties:
HOMO energy in eV: -8.7394
Kohn-Sham gap in eV: 9.3321
LUMO in hartree: 0.0218
Spin multiplicity: 1

Run Q
C4H8Cl2Si | ωB97M-V/def2-TZVPD

The geometry in XYZ format:
```
15
Properties=species:S:1:pos:R:3:mulliken_charge:R:1
C -0.302 2.363 0.966 -0.619
C 0.450 1.330 0.573 -0.221
C 0.555 -1.896 0.106 -1.014
C -2.094 -0.637 -0.426 -0.164
Si -0.192 -0.216 -0.357 0.191
Cl -3.091 0.734 -0.888 -0.147
Cl -2.554 -1.190 1.208 -0.169
H 0.206 2.959 1.681 0.241
H -1.265 2.403 0.718 0.295
H 1.444 1.192 0.892 0.355
H 1.405 -1.799 0.841 0.333
H -0.178 -2.646 0.624 0.298
H 1.021 -2.277 -0.749 0.337
H -2.167 -1.473 -1.127 0.346
H -0.066 0.494 -2.881 -0.065
```

Computed properties:
HOMO energy (spin up / spin down) in eV: -8.3873 / -8.3921
Kohn-Sham gap (spin up / spin down) in eV: 7.8845 / 7.8887
LUMO (spin up / spin down) in hartree: -0.0185 / -0.0185
Spin multiplicity: 1

Run R
C4H8Cl2Si | ωB97M-V/def2-TZVPD

The geometry in XYZ format:
```
15
Properties=species:S:1:pos:R:3:mulliken_charge:R:1
C 1.473 0.363 0.328 -0.406
C 2.226 -0.680 -0.052 -0.090
C -1.518 0.179 1.522 -1.009
C -1.102 -0.333 -1.558 -1.066
Si -0.368 0.637 -0.019 0.581
Cl -0.037 2.557 -0.388 -0.281
Cl 3.941 -0.872 0.247 -0.180
H 1.854 1.037 1.067 0.357
H 1.673 -1.642 -0.470 0.212
H -0.932 0.477 2.423 0.287
H -2.502 0.507 1.447 0.323
H -1.447 -0.875 1.557 0.325
H -1.006 -1.450 -1.671 0.355
H -1.950 0.184 -2.063 0.318
H -0.304 -0.090 -2.370 0.274
```

Computed properties:
HOMO energy in eV: -9.6320
Kohn-Sham gap in eV: 10.3694
LUMO in hartree: 0.0271
Spin multiplicity: 1

Which one is most stable, and which one is least stable? run R is the most stable of them, while run Q is the least stable.

Run P
C3H7IO | ωB97M-V/def2-TZVPD

The geometry in XYZ format:
```
12
Properties=species:S:1:pos:R:3:mulliken_charge:R:1
C -0.887 1.007 -0.465 -1.045
C -0.267 -1.124 0.455 -0.584
C -0.632 0.150 0.699 0.295
O 2.248 0.818 -0.840 -0.706
I 2.977 -0.748 -0.290 0.248
H -1.950 1.332 -0.536 0.337
H -0.350 1.985 -0.433 0.293
H -0.468 0.591 -1.350 0.321
H 0.998 -1.165 0.436 -0.133
H -0.352 -1.455 -0.625 0.330
H -0.390 -1.913 1.248 0.337
H -0.929 0.522 1.700 0.307
```

Computed properties:
HOMO energy (spin up / spin down) in eV: -7.6676 / -7.6485
Kohn-Sham gap (spin up / spin down) in eV: 6.4058 / 6.2528
LUMO (spin up / spin down) in hartree: -0.0464 / -0.0513
Spin multiplicity: 1

Run Q
C3H7IO | ωB97M-V/def2-TZVPD

The geometry in XYZ format:
```
12
Properties=species:S:1:pos:R:3:mulliken_charge:R:1
C 1.076 -0.262 1.071 -0.887
C -0.645 1.057 -0.274 -0.831
C -0.262 -0.065 0.471 0.418
O -0.118 -1.914 -1.100 -0.702
I -0.497 -1.305 -2.802 0.179
H 1.662 0.820 1.052 0.273
H 0.977 -0.729 2.084 0.286
H 1.479 -0.952 0.335 0.313
H -0.911 0.873 -1.371 0.083
H 0.008 1.795 -0.138 0.308
H -1.765 1.520 -0.098 0.257
H -1.005 -0.838 0.769 0.302
```

Computed properties:
HOMO energy in eV: -7.8576
Kohn-Sham gap in eV: 6.9170
LUMO in hartree: -0.0346
Spin multiplicity: 1

Which one is most stable, and which one is least stable? run Q is the most stable of them, while run P is the least stable.

Run P
CH3IO2P | ωB97M-V/def2-TZVPD

The geometry in XYZ format:
```
8
Properties=species:S:1:pos:R:3:mulliken_charge:R:1
C 0.586 0.055 -0.356 -0.741
O -1.890 -1.059 -0.520 -0.544
O -1.861 1.542 -0.431 -0.588
P -1.176 0.217 -0.666 0.874
I 1.640 -0.980 2.752 -0.883
H 0.841 0.914 0.368 0.269
H 0.564 -0.945 -0.025 0.238
H 1.296 0.256 -1.121 0.374
```

Computed properties:
Net charge: -1
HOMO energy in eV: -3.7745
Kohn-Sham gap in eV: 6.2327
LUMO in hartree: 0.0903
Spin multiplicity: 1

Run Q
CH3IO2P | ωB97M-V/def2-TZVPD

The geometry in XYZ format:
```
8
Properties=species:S:1:pos:R:3:mulliken_charge:R:1
C 0.849 -0.516 -0.069 -0.830
O -0.532 1.749 -1.248 -0.748
O -0.624 1.276 1.515 -0.643
P -0.559 0.689 0.149 0.717
I -2.371 -0.968 -0.161 -0.275
H 0.989 -0.994 1.004 0.242
H 0.525 -1.292 -0.927 0.258
H 1.722 0.056 -0.263 0.278
```

Computed properties:
Net charge: -1
HOMO energy in eV: -4.6829
Kohn-Sham gap in eV: 7.7815
LUMO in hartree: 0.1139
Spin multiplicity: 1

Which one is most stable, and which one is least stable? run P is the most stable of them, while run Q is the least stable.

Run P
C2H10NO | ωB97M-V/def2-TZVPD

The geometry in XYZ format:
```
14
Properties=species:S:1:pos:R:3:mulliken_charge:R:1
O -1.069 2.240 0.113 -0.634
H -1.087 3.013 -0.464 0.322
H 0.378 0.699 0.387 0.314
H -0.980 2.558 1.015 0.314
C 1.276 -1.143 0.566 -0.839
N 0.493 -0.126 -0.193 -0.061
C -0.809 -0.633 -0.617 -0.907
H 0.869 -1.310 1.565 0.368
H 1.174 -2.120 0.102 0.337
H 2.324 -0.887 0.696 0.355
H 1.048 0.078 -1.013 0.338
H -0.688 -1.628 -1.041 0.374
H -1.391 -0.030 -1.309 0.342
H -1.537 -0.711 0.192 0.377
```

Computed properties:
Net charge: +1
HOMO energy in eV: -16.2509
Kohn-Sham gap in eV: 12.8824
LUMO in hartree: -0.1238
Spin multiplicity: 1

Run Q
C2H10NO | ωB97M-V/def2-TZVPD

The geometry in XYZ format:
```
14
Properties=species:S:1:pos:R:3:mulliken_charge:R:1
C 0.243 -1.975 0.503 -0.769
N 1.294 -0.879 0.485 -0.312
H 0.910 -0.041 0.937 0.333
H 2.048 -1.168 1.114 0.374
H 1.736 -0.695 -0.411 0.338
H -0.309 -1.885 -0.428 0.310
H -0.276 -1.912 1.440 0.339
H 0.765 -2.914 0.324 0.364
C -1.450 1.934 -0.619 -0.545
O -0.074 1.593 -0.371 -0.506
H 0.521 1.968 -1.029 0.295
H -1.500 3.016 -0.603 0.280
H -1.810 1.415 -1.514 0.272
H -2.099 1.544 0.171 0.228
```

Computed properties:
Net charge: +1
HOMO energy in eV: -14.5294
Kohn-Sham gap in eV: 10.8034
LUMO in hartree: -0.1369
Spin multiplicity: 1

Which one is most stable, and which one is least stable? run P is the most stable of them, while run Q is the least stable.